No. 1
{"formula": "C12H9ClN5O3S", "method": "ωB97M-V/def2-TZVPD", "homo_ev": -4.532, "orbital_gap_ev": 7.175, "smiles": "Cc1[nH]nc(NC(=O)N=[S@](=O)([O-])c2ccc(Cl)cc2)c1C#N", "charge": -1, "max_force_ev_per_a": 7.4, "de_lowest_ev": 2.8458, "species": ["Cl", "S", "O", "O", "O", "N", "N", "N", "N", "N", "C", "C", "C", "C", "C", "C", "C", "C", "C", "C", "C", "C", "H", "H", "H", "H", "H", "H", "H", "H", "H"], "xyz": [[-1.8015, 6.6557, 2.2415], [-2.3436, 0.5326, 0.9579], [-0.1704, 0.9308, -0.8672], [-2.9825, -0.0972, 2.1434], [-2.9747, 0.1179, -0.3539], [0.4492, -2.3463, -2.2805], [1.2180, -3.3494, -2.8735], [0.8639, -0.9179, -0.1836], [-0.6171, -0.0078, 1.0363], [3.7655, -2.9000, 1.2648], [2.2238, -2.8050, -0.8261], [2.2845, -3.6395, -1.9958], [3.4333, -4.5666, -2.3001], [3.1240, -2.7877, 0.3256], [-1.9105, 4.9132, 1.7781], [-1.4799, 2.7054, 2.3386], [-0.1808, -0.0856, -0.2004], [1.0201, -1.9413, -1.1216], [-2.2561, 2.3199, 1.2248], [-2.6884, 4.5821, 0.7586], [-2.8514, 3.2873, 0.4381], [-1.2724, 3.9947, 2.6420], [1.1186, -3.7075, -3.8645], [4.1675, -4.4674, -1.5610], [-3.2577, 5.3857, 0.1532], [3.1039, -5.6139, -2.3046], [-0.9396, 1.9109, 2.8432], [4.0064, -4.3622, -3.2330], [1.1407, -1.1294, 0.6953], [-3.4554, 3.1768, -0.4056], [-0.7379, 4.2118, 3.5300]], "atomic_forces_ev_per_a": [[0.0514, -0.7690, -0.2947], [1.1638, -4.0174, -0.7248], [-0.9261, 0.4088, -4.1541], [0.9020, 1.8202, -1.4668], [1.3336, 1.9271, 2.8884], [-0.2949, 1.6434, 0.6713], [2.3526, 0.0045, 3.0774], [0.8853, -3.5595, -6.4262], [-6.6102, -0.6671, 2.7292], [0.7909, 0.1406, 0.8698], [-1.3707, -0.6348, -2.9939], [0.1817, 1.1007, 0.1936], [-0.9388, -0.3790, -1.4214], [-1.9414, -0.4314, -2.3896], [1.7219, 2.0809, 3.5279], [0.0151, -2.4683, -1.2258], [0.6827, 5.6464, 2.4643], [3.0984, -2.3808, -0.0510], [-0.0860, -0.2784, -0.0312], [-1.7371, 3.1788, -2.0449], [0.2374, -1.9404, 0.4015], [-1.0929, 1.2561, -1.0927], [-0.1751, 1.0581, 2.1228], [0.9087, 0.1129, 1.4149], [1.2214, -1.3458, 1.1274], [0.1107, 0.1675, -0.1383], [-0.2629, 0.0475, 0.2519], [-0.8583, 0.0203, 0.2688], [0.8826, -1.2118, 3.1952], [-0.7737, -1.3132, -1.1537], [0.5281, 0.7832, 0.4049]], "nbo_charge": [-0.08, 2.14, -0.65, -0.95, -0.94, -0.33, -0.38, -0.61, -0.87, -0.35, -0.32, 0.23, -0.66, 0.29, 0.03, -0.16, 0.69, 0.40, -0.27, -0.26, -0.16, -0.25, 0.42, 0.24, 0.23, 0.22, 0.25, 0.22, 0.41, 0.23, 0.23]}

No. 2
{"formula": "C12H9N2O5S", "method": "ωB97M-V/def2-TZVPD", "homo_ev": -4.615, "orbital_gap_ev": 7.085, "charge": -1, "max_force_ev_per_a": 3.3, "species": ["S", "O", "O", "O", "O", "O", "N", "N", "C", "C", "C", "C", "C", "C", "C", "C", "C", "C", "C", "C", "H", "H", "H", "H", "H", "H", "H", "H", "H"], "xyz": [[-1.9027, 5.0351, 2.9545], [-1.4317, 5.0796, 4.3094], [-2.6391, 0.0615, 1.9412], [1.9844, 0.0595, 1.9981], [-1.4329, 5.9714, 1.9684], [0.5360, 2.8448, 1.4180], [-0.3330, 0.5369, 2.0217], [-1.6085, 3.3751, 2.3655], [-0.5186, 3.0612, 1.8969], [0.3413, -1.7102, 1.9681], [-4.3738, 5.7558, 1.9753], [-0.9913, -1.7104, 1.9621], [-5.7224, 4.4244, 4.0432], [-4.3284, 4.4080, 4.0188], [-5.7649, 5.7554, 2.0248], [-6.4467, 5.0823, 3.0405], [-7.9478, 5.1053, 3.0839], [0.8029, -0.2732, 1.9962], [-3.6771, 5.0506, 2.9627], [-1.4577, -0.2768, 1.9739], [-8.3712, 4.6614, 2.1772], [-8.2924, 4.5560, 3.9623], [-3.8353, 6.2911, 1.2019], [-3.7626, 3.9165, 4.8072], [-6.2649, 3.9317, 4.8596], [-1.7103, -2.5186, 1.9481], [-8.2946, 6.1423, 3.1432], [-6.3453, 6.2959, 1.2682], [1.0628, -2.5187, 1.9558]], "atomic_forces_ev_per_a": [[0.8154, -2.2878, -0.9730], [-0.1996, 0.1765, -0.3509], [0.4362, -0.1763, 0.0273], [-0.5005, -0.1377, 0.0325], [-0.1883, -0.1297, 0.3731], [-2.2760, 1.3988, 0.8615], [-0.4679, -1.0134, 0.1142], [-1.0814, 2.0235, 0.9732], [3.0588, -0.2427, -1.1860], [-0.3690, -0.4676, -0.0369], [-0.0817, -0.3874, 0.3778], [0.3148, -0.5291, -0.0370], [0.0581, 0.0788, -0.0748], [-0.2726, 0.1450, -0.3188], [0.0691, 0.0618, -0.0552], [0.3167, -0.0579, 0.2049], [0.0831, 0.0781, -0.0013], [-1.3515, 0.9874, 0.0684], [-0.0105, 0.0184, 0.1668], [1.4267, 0.8966, 0.1312], [-0.0053, 0.0059, 0.1700], [-0.1738, 0.0784, -0.1637], [0.0108, -0.1315, 0.0737], [-0.0405, 0.0743, -0.2746], [0.2770, 0.1710, -0.3642], [0.1762, -0.1741, -0.0217], [-0.0968, -0.1594, 0.0372], [0.2841, -0.1977, 0.2456], [-0.2118, -0.1022, 0.0008]], "nbo_charge": [2.27, -0.91, -0.65, -0.64, -0.92, -0.45, -0.75, -0.83, 0.95, -0.28, -0.18, -0.29, -0.21, -0.18, -0.23, 0.00, -0.63, 0.62, -0.26, 0.61, 0.22, 0.21, 0.24, 0.25, 0.21, 0.20, 0.22, 0.21, 0.20]}